[1]
A structure of composition C3H3N5 in a non-equilibrium geometry, computed with the ωB97M-V functional and the def2-TZVPD basis.

Each line ends with the natural charge from an NBO analysis.
Geometry (Å):
N: -0.14 -1.91 -0.58  0.089
N: 1.29 1.12 -1.36  -0.581
N: 0.04 -1.46 0.76  -0.265
N: 0.31 -1.11 -1.52  -0.191
N: -0.77 0.90 -0.60  -0.373
C: 0.34 0.31 -1.25  0.445
C: -1.00 0.61 0.65  0.057
C: -0.39 -0.47 1.38  0.033
H: -0.56 -0.25 2.58  0.220
H: 2.33 0.47 -1.29  0.357
H: -1.44 1.78 1.23  0.209

For the LUMO energy, the calculation gives -1.39 eV. As for the charge: 0. As for the largest force on an atom: 0.11479 hartree/bohr. The value obtained for the HOMO-LUMO gap is 8.5 eV. Its highest occupied orbital energy is -0.3631 hartree. The energy above the lowest of the compared OMol25 structures with the same formula, charge and spin is 6.058 eV. As for the total energy: -10602.810 eV.

---

[2]
A structure of composition C22H15BiBr3N4 in a non-equilibrium geometry, computed with the ωB97M-V functional and the def2-TZVPD basis.

Each line ends with the natural charge from an NBO analysis.
Geometry (Å):
Bi: -0.16 0.50 -0.05  2.075
Br: 6.21 1.29 -2.77  0.283
Br: 0.09 -1.05 -6.85  0.283
Br: 0.34 -6.39 3.11  0.218
N: -1.51 2.10 1.09  -0.590
N: -0.20 0.05 -2.37  -0.620
N: -1.05 -0.62 1.93  -0.543
N: 2.01 0.89 -0.90  -0.645
C: -2.06 1.57 2.22  0.107
C: -1.29 -0.34 -3.05  0.077
C: 4.32 1.44 -0.67  -0.240
C: -1.26 -0.68 -4.38  -0.237
C: -0.95 -3.92 3.64  -0.182
C: -2.88 2.35 3.02  -0.157
C: -3.15 3.67 2.67  -0.072
C: -2.58 4.19 1.51  -0.196
C: -0.10 -4.61 2.77  -0.048
C: 1.01 0.14 -3.00  0.162
C: -0.04 -0.60 -5.05  -0.007
C: 3.44 0.70 -2.78  -0.235
C: 3.05 1.31 -0.16  0.085
C: -0.77 -1.95 2.26  0.124
C: -1.28 -2.60 3.39  -0.203
C: 1.10 -0.19 -4.34  -0.217
C: 0.08 -2.66 1.40  -0.199
C: 4.52 1.13 -2.01  -0.009
C: 2.18 0.58 -2.22  0.250
C: -1.77 3.37 0.75  0.082
C: -1.79 0.19 2.60  0.132
C: 0.42 -3.97 1.65  -0.223
H: 3.61 0.47 -3.82  0.262
H: -2.22 -0.39 -2.50  0.226
H: 0.49 -2.15 0.53  0.168
H: -2.76 5.21 1.20  0.279
H: -1.35 -4.42 4.51  0.266
H: -3.79 4.28 3.29  0.276
H: -3.32 1.92 3.91  0.265
H: 5.13 1.78 -0.04  0.284
H: -1.94 -2.10 4.08  0.231
H: 1.07 -4.51 0.98  0.258
H: -2.28 -0.13 3.52  0.231
H: -2.16 -0.99 -4.90  0.284
H: 2.85 1.54 0.88  0.225
H: -1.30 3.74 -0.16  0.228
H: 2.03 -0.13 -4.87  0.262

For the LUMO energy, the calculation gives -11.46 eV. As for the charge: +3. As for the largest force on an atom: 0.02119 hartree/bohr. The value obtained for the HOMO-LUMO gap is 4.7 eV. Its highest occupied orbital energy is -0.5946 hartree. The energy above the lowest of the compared OMol25 structures with the same formula, charge and spin is 0.000 eV. As for the total energy: -244957.324 eV.

---

[3]
A cluster of 11 separate species, C11H26Cl14N4O8 in total in a non-equilibrium geometry, computed with the ωB97M-V functional and the def2-TZVPD basis.

Each line ends with the natural charge from an NBO analysis.
Geometry (Å):
Cl: 3.85 2.11 -4.50  0.337
Cl: -2.51 -0.76 6.57  -0.011
Cl: 2.34 -1.47 2.79  -0.039
Cl: -1.25 -0.29 4.02  -0.078
Cl: -1.63 -1.30 -3.45  -0.001
Cl: 2.45 4.62 -2.48  -0.023
Cl: -0.67 -3.10 2.15  -0.029
Cl: 0.69 -5.35 3.35  -0.012
Cl: -2.83 0.70 -5.24  -0.049
Cl: 3.03 -2.90 5.21  -0.009
Cl: 0.71 3.86 -4.71  0.036
Cl: 1.72 0.27 -4.90  0.337
Cl: -5.25 -2.38 -0.27  -0.036
Cl: -3.67 -0.55 1.59  -0.060
O: -5.28 5.05 -1.25  -0.389
O: -1.53 0.52 -0.63  -0.365
O: 0.28 -3.50 -0.77  -0.374
O: 3.38 2.05 0.52  -0.363
O: 0.42 1.28 -1.34  -0.457
O: -3.60 4.84 0.10  -0.344
O: 4.57 0.78 -0.89  -0.398
O: 1.92 -2.08 -0.53  -0.398
N: -0.35 0.77 -0.49  0.551
N: -4.26 4.44 -0.80  0.521
N: 4.38 1.76 -0.16  0.526
N: 1.41 -3.19 -0.35  0.527
C: 0.74 4.53 -3.05  -0.379
C: -2.29 0.30 -3.54  -0.399
C: -0.77 -4.80 2.54  -0.413
C: -2.61 -1.18 4.84  -0.361
C: 5.49 2.74 -0.05  -0.481
C: 0.16 0.45 0.86  -0.489
C: -3.62 -1.75 0.21  -0.353
C: 2.75 1.01 -3.73  -0.515
C: 2.22 -4.32 0.18  -0.491
C: 1.77 -1.99 4.38  -0.411
C: -4.06 3.06 -1.32  -0.488
H: 5.31 3.35 -0.93  0.228
H: 1.41 -1.13 4.94  0.233
H: 1.04 1.05 1.07  0.249
H: -3.54 -0.84 4.38  0.235
H: -2.48 -2.26 4.78  0.222
H: 0.24 3.88 -2.33  0.242
H: -3.23 -1.26 -0.68  0.221
H: 3.34 0.19 -3.31  0.352
H: 2.45 -4.03 1.21  0.252
H: 5.31 3.34 0.85  0.247
H: -4.62 2.84 -2.23  0.240
H: -4.41 2.41 -0.52  0.246
H: -0.76 -5.41 1.64  0.229
H: 1.69 -5.26 0.26  0.238
H: -1.53 1.02 -3.25  0.221
H: 6.50 2.32 -0.06  0.248
H: -3.03 -2.64 0.44  0.228
H: 3.09 -4.43 -0.47  0.243
H: -0.63 0.75 1.55  0.249
H: 0.89 -2.63 4.36  0.225
H: -3.00 2.93 -1.53  0.214
H: -1.71 -4.98 3.07  0.235
H: 2.20 1.47 -2.90  0.342
H: -3.14 0.21 -2.88  0.227
H: 0.23 5.49 -3.13  0.257
H: 0.30 -0.64 0.85  0.258

For the LUMO energy (alpha / beta), the calculation gives -2.98 / -10.06 eV. As for the charge: +1. As for the largest force on an atom: 0.08344 hartree/bohr. The value obtained for the HOMO-LUMO gap (alpha / beta) is 9.7 / 2.6 eV. Its highest occupied orbital energy (alpha / beta) is -0.4663 / -0.4663 hartree. Its expectation value of S² is 0.753. As for the total energy: -209461.136 eV. As for the spin multiplicity: 2.

---

[4]
A structure of composition C46H34BiBr2N2OP2 in a non-equilibrium geometry, computed with the ωB97M-V functional and the def2-TZVPD basis.

Each line ends with the Löwdin charge.
Geometry (Å):
Bi: -0.15 0.34 -0.28  1.626
Br: 0.84 -0.88 6.46  0.908
Br: 6.66 -1.04 1.00  0.895
P: 0.34 2.90 0.13  1.002
P: -2.72 -0.23 0.34  0.960
O: -2.60 2.63 -0.39  -0.073
N: 0.31 0.19 1.97  -0.098
N: 2.24 0.13 0.19  -0.092
C: -4.02 -1.62 3.97  -0.041
C: -2.18 3.93 -0.57  -0.238
C: -3.32 -2.81 4.10  -0.033
C: 1.52 -0.21 2.41  -0.193
C: 2.49 2.93 1.94  -0.097
C: 4.46 -0.16 -0.61  -0.041
C: -2.26 -2.41 1.98  -0.109
C: -3.85 -0.82 2.85  -0.084
C: -4.11 0.91 0.15  -0.268
C: -6.31 2.57 -0.01  -0.016
C: -3.92 2.27 -0.15  -0.221
C: 1.27 2.57 -2.45  -0.150
C: 3.91 -0.64 1.68  -0.014
C: -2.98 -1.23 1.84  -0.400
C: -3.58 -2.76 -3.37  -0.030
C: -0.89 4.21 -0.10  -0.266
C: -1.18 6.55 -0.57  -0.029
C: 1.12 3.12 1.75  -0.370
C: 2.23 3.57 4.24  -0.026
C: 2.60 -0.27 1.41  -0.226
C: 1.72 -0.50 3.76  -0.004
C: -2.98 -1.33 -1.08  -0.397
C: 1.50 3.21 -1.23  -0.380
C: -2.85 -1.58 -3.47  -0.048
C: -4.01 -3.22 -2.14  -0.031
C: 3.33 4.41 -2.22  -0.026
C: 0.31 3.49 2.81  -0.091
C: 0.67 -0.38 4.66  -0.626
C: 3.13 3.73 -3.41  -0.025
C: -5.04 3.10 -0.17  0.008
C: -2.44 -3.21 3.10  -0.043
C: -5.40 0.38 0.28  -0.069
C: 0.86 3.73 4.05  -0.038
C: -2.56 -0.86 -2.33  -0.151
C: 2.09 2.82 -3.53  -0.048
C: 3.13 0.16 -0.80  -0.112
C: -0.55 0.13 4.19  -0.056
C: -0.67 0.42 2.85  -0.165
C: 2.52 4.15 -1.12  -0.074
C: -3.71 -2.51 -0.99  -0.070
C: 4.86 -0.58 0.66  -0.626
C: -6.50 1.21 0.18  -0.033
C: -0.41 5.52 -0.08  -0.057
C: -2.39 6.25 -1.19  -0.010
C: 3.03 3.16 3.19  -0.039
C: -2.88 4.95 -1.20  0.004
H: -4.41 0.10 2.75  0.112
H: -2.03 0.08 -2.40  0.058
H: -4.95 4.16 -0.29  0.107
H: -1.37 0.30 4.86  0.125
H: -7.50 0.80 0.28  0.125
H: 4.22 -0.99 2.65  0.114
H: -5.52 -0.68 0.47  0.120
H: -3.47 -3.43 4.97  0.123
H: 5.15 -0.11 -1.43  0.126
H: -0.83 7.57 -0.51  0.126
H: -1.57 0.88 2.47  0.093
H: -7.16 3.23 -0.05  0.129
H: 2.75 0.48 -1.76  0.108
H: 0.24 4.07 4.87  0.124
H: 2.66 3.78 5.21  0.125
H: -1.59 -2.73 1.20  0.112
H: 1.92 2.32 -4.47  0.123
H: 3.12 2.64 1.11  0.103
H: 4.12 5.14 -2.14  0.126
H: -3.79 4.74 -1.74  0.124
H: 4.09 3.03 3.34  0.122
H: -4.59 -4.13 -2.07  0.124
H: -0.76 3.61 2.66  0.116
H: -2.95 7.03 -1.67  0.130
H: -1.92 -4.15 3.19  0.122
H: -4.05 -2.87 -0.02  0.111
H: 2.69 -0.82 4.11  0.121
H: 3.78 3.92 -4.25  0.127
H: 2.68 4.68 -0.20  0.110
H: -2.53 -1.22 -4.43  0.120
H: 0.58 5.72 0.33  0.116
H: 0.42 1.90 -2.56  0.062
H: -4.73 -1.32 4.73  0.123
H: -3.82 -3.31 -4.27  0.124

For the LUMO energy, the calculation gives -9.12 eV. As for the charge: +3. As for the largest force on an atom: 0.02979 hartree/bohr. The value obtained for the HOMO-LUMO gap is 6.8 eV. Its highest occupied orbital energy is -0.5858 hartree. As for the total energy: -217760.506 eV.

---

[5]
A cluster of 3 separate species, C21H27F5NO4P in total, computed with the ωB97M-V functional and the def2-TZVPD basis.

Each line ends with the natural charge from an NBO analysis.
Geometry (Å):
P: 3.27 -2.03 -0.95  1.089
F: 1.27 1.72 -0.53  -0.306
F: -0.54 2.58 -1.33  -0.300
F: -0.65 1.26 0.38  -0.330
F: 0.89 0.26 -2.58  -0.319
F: -1.28 0.49 -2.50  -0.332
O: -7.01 -0.26 -2.71  -0.483
O: -4.53 2.36 2.43  -0.495
O: -3.97 -1.96 1.27  -0.499
O: -0.51 3.56 5.66  -0.486
N: 6.38 2.29 -2.12  -0.835
C: -5.01 -0.01 -1.50  -0.212
C: -4.67 -1.57 0.36  0.490
C: 4.76 0.37 -1.70  -0.434
C: -1.23 2.41 3.74  -0.220
C: -0.02 1.48 -0.80  0.919
C: -1.43 3.28 4.92  0.475
C: 1.56 -2.79 -0.59  -0.737
C: -2.80 3.81 5.17  -0.228
C: -6.32 -0.65 -1.80  0.475
C: -0.17 0.24 -1.73  0.619
C: -4.25 -0.44 -0.50  -0.243
C: 4.15 -3.16 0.23  -0.942
C: -3.81 3.50 4.36  -0.234
C: -5.98 -2.21 0.06  -0.236
C: -2.24 2.11 2.93  -0.235
C: -3.61 2.63 3.17  0.490
C: 0.49 -2.27 -1.55  -0.420
C: -0.33 -1.08 -0.99  -0.483
C: 4.91 -1.14 -1.45  -0.739
C: -6.74 -1.78 -0.94  -0.225
C: 6.00 1.18 -1.26  -0.207
H: -1.39 -1.32 -1.04  0.246
H: -2.92 4.44 6.04  0.233
H: -0.10 -0.97 0.07  0.235
H: -4.72 0.82 -2.14  0.236
H: 5.84 1.59 -0.26  0.186
H: 3.52 -3.97 0.58  0.230
H: 1.64 -3.88 -0.71  0.208
H: 4.67 0.53 -2.78  0.200
H: 6.59 1.98 -3.06  0.351
H: 5.04 -3.57 -0.26  0.242
H: -0.23 2.04 3.58  0.232
H: 2.78 -0.77 -0.49  -0.083
H: 3.06 -2.34 -2.33  -0.078
H: -6.26 -3.04 0.70  0.233
H: 3.87 0.76 -1.20  0.198
H: -4.81 3.87 4.51  0.233
H: 0.94 -2.03 -2.52  0.220
H: -2.13 1.47 2.07  0.234
H: -0.21 -3.08 -1.74  0.218
H: 5.62 -1.28 -0.62  0.195
H: -7.69 -2.23 -1.18  0.233
H: -3.30 0.02 -0.26  0.229
H: 4.47 -2.55 1.08  0.244
H: 5.67 3.01 -2.15  0.353
H: 1.29 -2.57 0.45  0.201
H: 5.34 -1.64 -2.32  0.209
H: 6.87 0.51 -1.20  0.182

For the LUMO energy, the calculation gives -1.49 eV. As for the charge: 0. As for the largest force on an atom: 0.01462 hartree/bohr. The value obtained for the HOMO-LUMO gap is 6.6 eV. Its highest occupied orbital energy is -0.2981 hartree. As for the SMILES: C[PH2](CCCN)CCCC(F)(F)C(F)(F)F.O=C1C=CC(=O)C=C1.O=C1C=CC(=O)C=C1. As for the total energy: -54767.205 eV.